# 1
The following is a DFT calculation (wB97M-V/def2-TZVPD) of BF4Sn as an isolated structure.

```
6
Properties=species:S:1:pos:R:3
Sn 0.344 -0.552 2.315
B -0.108 0.151 -0.481
F 0.740 -0.095 -1.591
F -0.250 -1.092 0.026
F 0.592 0.846 0.497
F -1.318 0.742 -0.765
```

The calculation puts the max |F| at 6.71 eV/Å. Its net charge is +1. For the lowest unoccupied orbital energy, the calculation gives -8.771 eV.

Want to see where the charge sits? The natural (NBO) charges in e are: atom 1 (Sn): 1.830, atom 2 (B): 1.308, atom 3 (F): -0.523, atom 4 (F): -0.546, atom 5 (F): -0.564, atom 6 (F): -0.505

***

# 2
The following is a DFT calculation (wB97M-V/def2-TZVPD) of BF4Tl as an isolated structure.

```
6
Properties=species:S:1:pos:R:3
Tl 1.564 22.228 16.481
B 1.503 26.177 15.348
F 1.655 24.869 15.458
F 0.201 26.495 15.628
F 2.351 26.795 16.223
F 1.958 26.611 14.117
```

The calculation puts the max |F| at 2.91 eV/Å. The expectation value of S² is 1.7612. Its spin multiplicity is 2. Its net charge is +3. For the lowest unoccupied orbital energy (alpha / beta), the calculation gives -23.395 / -22.524 eV.

Want to see where the charge sits? The natural (NBO) charges in e are: atom 1 (Tl): 1.983, atom 2 (B): 1.243, atom 3 (F): -0.457, atom 4 (F): 0.165, atom 5 (F): -0.074, atom 6 (F): 0.140

***

# 3
The following is a DFT calculation (wB97M-V/def2-TZVPD) of BH18NiO7 as an isolated structure.

```
27
Properties=species:S:1:pos:R:3
Ni -9.924 -1.718 24.202
B -10.419 -3.878 23.934
H -9.620 -3.449 23.350
H -11.381 -3.432 23.733
H -10.502 -4.933 23.724
H -10.157 -3.744 24.972
O -11.295 -1.902 25.965
H -11.379 -2.730 26.437
H -12.006 -1.358 26.304
O -11.371 -6.723 24.873
H -10.732 -6.761 25.584
H -11.191 -5.892 24.433
O -11.806 -1.243 23.269
H -11.763 -0.812 22.415
H -12.742 -1.336 23.444
O -9.089 -1.464 22.274
H -9.307 -1.979 21.497
H -8.823 -0.611 21.929
O -7.982 -2.494 24.765
H -7.541 -2.923 24.032
H -7.370 -2.579 25.496
O -8.266 -5.432 22.320
H -8.961 -5.362 22.974
H -7.657 -4.727 22.541
O -12.861 -4.363 22.005
H -12.617 -5.242 21.715
H -12.172 -4.113 22.620
```

The calculation puts the max |F| at 4.02 eV/Å. The expectation value of S² is 3.7595. Its spin multiplicity is 4. Its net charge is +2. For the lowest unoccupied orbital energy (alpha / beta), the calculation gives -7.409 / -13.808 eV.

Want to see where the charge sits? The natural (NBO) charges in e are: atom 1 (Ni): 1.673, atom 2 (B): -0.857, atom 3 (H): 0.021, atom 4 (H): 0.022, atom 5 (H): -0.006, atom 6 (H): 0.028, atom 7 (O): -0.989, atom 8 (H): 0.521, atom 9 (H): 0.526, atom 10 (O): -0.448, atom 11 (H): 0.498, atom 12 (H): 0.490, atom 13 (O): -0.987, atom 14 (H): 0.518, atom 15 (H): 0.535, atom 16 (O): -0.993, atom 17 (H): 0.534, atom 18 (H): 0.529, atom 19 (O): -0.984, atom 20 (H): 0.509, atom 21 (H): 0.536, atom 22 (O): -0.836, atom 23 (H): 0.467, atom 24 (H): 0.454, atom 25 (O): -0.725, atom 26 (H): 0.489, atom 27 (H): 0.476

***

# 4
The following is a DFT calculation (wB97M-V/def2-TZVPD) of a 8-piece molecular cluster, BH18O7 overall.

```
26
Properties=species:S:1:pos:R:3
B -0.661 0.916 0.257
H -1.864 0.931 0.296
H -0.185 0.455 1.270
H -0.444 0.254 -0.725
H -0.249 2.028 0.074
O -2.960 1.014 -2.524
H -2.643 1.341 -1.685
H -2.847 0.049 -2.375
O 0.186 2.301 -2.668
H -0.015 1.519 -3.229
H -0.247 2.064 -1.831
O -2.872 -1.998 0.445
H -1.920 -2.120 0.498
H -2.877 -1.132 0.792
O 2.550 -0.111 2.949
H 3.316 -0.517 2.637
H 2.304 0.519 2.236
O 1.892 -1.589 0.093
H 1.638 -0.673 0.141
H 1.590 -1.736 -0.829
O -0.363 -2.835 0.760
H -0.573 -3.036 1.673
H 0.432 -2.328 0.737
O 2.503 1.788 0.531
H 1.566 1.682 0.674
H 2.749 1.212 -0.190
```

The calculation puts the max |F| at 2.63 eV/Å. Its net charge is -1. For the lowest unoccupied orbital energy, the calculation gives 3.029 eV.

Want to see where the charge sits? The natural (NBO) charges in e are: atom 1 (B): -0.804, atom 2 (H): -0.039, atom 3 (H): -0.034, atom 4 (H): -0.058, atom 5 (H): -0.052, atom 6 (O): -0.960, atom 7 (H): 0.487, atom 8 (H): 0.472, atom 9 (O): -0.970, atom 10 (H): 0.461, atom 11 (H): 0.504, atom 12 (O): -0.983, atom 13 (H): 0.488, atom 14 (H): 0.465, atom 15 (O): -0.955, atom 16 (H): 0.456, atom 17 (H): 0.489, atom 18 (O): -0.944, atom 19 (H): 0.492, atom 20 (H): 0.475, atom 21 (O): -0.970, atom 22 (H): 0.472, atom 23 (H): 0.501, atom 24 (O): -0.969, atom 25 (H): 0.509, atom 26 (H): 0.467

***

# 5
The following is a DFT calculation (wB97M-V/def2-TZVPD) of a 11-piece molecular cluster, BH26NO9 overall.

```
37
Properties=species:S:1:pos:R:3
N 0.100 -0.094 -0.179
H -0.340 -0.692 -0.885
H -0.662 0.075 0.420
H 0.399 0.746 -0.639
H 0.825 -0.794 0.157
B 2.368 2.584 1.058
H 1.570 2.991 1.974
H 3.480 3.177 0.957
H 2.779 1.523 1.179
H 1.740 2.789 0.266
O 2.628 0.152 -1.849
H 3.464 0.276 -1.525
H 2.794 -0.775 -2.424
O -1.948 2.097 0.314
H -1.796 3.095 0.501
H -2.766 1.927 0.093
O -0.443 -3.321 -1.269
H 0.308 -3.965 -1.369
H -0.764 -3.511 -0.297
O 0.201 0.568 2.972
H 0.993 1.157 2.728
H 0.364 -0.159 3.755
O -3.009 0.556 2.457
H -2.543 1.062 1.759
H -2.464 -0.163 2.674
O -2.705 -0.968 -0.319
H -3.395 -1.363 -0.874
H -3.101 -0.926 0.503
O -1.379 -1.816 -3.456
H -1.691 -2.210 -2.580
H -1.438 -0.771 -3.180
O -0.816 1.039 -3.074
H -1.157 1.746 -2.724
H -0.023 1.289 -3.144
O 2.723 -2.055 1.966
H 3.549 -2.514 1.674
H 2.161 -2.734 2.394
```

The calculation puts the max |F| at 10.87 eV/Å. Its net charge is 0. For the lowest unoccupied orbital energy, the calculation gives -0.681 eV.

Want to see where the charge sits? The natural (NBO) charges in e are: atom 1 (N): -0.852, atom 2 (H): 0.439, atom 3 (H): 0.448, atom 4 (H): 0.471, atom 5 (H): 0.471, atom 6 (B): -0.759, atom 7 (H): -0.074, atom 8 (H): -0.025, atom 9 (H): -0.051, atom 10 (H): -0.069, atom 11 (O): -0.937, atom 12 (H): 0.478, atom 13 (H): 0.461, atom 14 (O): -0.961, atom 15 (H): 0.519, atom 16 (H): 0.465, atom 17 (O): -0.960, atom 18 (H): 0.488, atom 19 (H): 0.476, atom 20 (O): -1.039, atom 21 (H): 0.547, atom 22 (H): 0.477, atom 23 (O): -0.961, atom 24 (H): 0.483, atom 25 (H): 0.463, atom 26 (O): -0.972, atom 27 (H): 0.487, atom 28 (H): 0.483, atom 29 (O): -0.971, atom 30 (H): 0.467, atom 31 (H): 0.486, atom 32 (O): -0.901, atom 33 (H): 0.461, atom 34 (H): 0.460, atom 35 (O): -0.942, atom 36 (H): 0.478, atom 37 (H): 0.466

***

# 6
The following is a DFT calculation (wB97M-V/def2-TZVPD) of a 2-piece molecular cluster, BH3O overall.

```
5
Properties=species:S:1:pos:R:3
B 0.579 -0.288 -0.460
O -1.267 1.511 0.493
H -0.020 -0.662 -1.352
H 1.561 0.066 0.127
H -1.078 1.306 -0.487
```

The calculation puts the max |F| at 3.50 eV/Å. Its net charge is 0. For the lowest unoccupied orbital energy (alpha / beta), the calculation gives -1.312 / -1.609 eV.

Want to see where the charge sits? The natural (NBO) charges in e are: atom 1 (B): 0.572, atom 2 (O): -0.756, atom 3 (H): -0.122, atom 4 (H): -0.089, atom 5 (H): 0.395

***

# 7
The following is a DFT calculation (wB97M-V/def2-TZVPD) of Ba8O24P6 as an isolated structure.

```
38
Properties=species:S:1:pos:R:3
Ba -0.398 -0.718 -3.870
Ba 0.207 0.934 3.458
Ba 2.967 -1.559 -1.154
Ba -2.475 -2.399 -0.489
Ba 0.715 -2.801 1.998
Ba -3.560 1.862 1.270
Ba 3.018 2.403 -0.029
Ba -0.461 1.094 -0.327
P -2.322 -1.242 2.662
O -3.746 -0.773 2.655
O -1.393 -1.316 3.869
O -1.580 -0.264 1.603
O -2.223 -2.706 1.935
P 0.509 -3.217 -1.592
O 1.150 -4.315 -0.669
O 1.583 -2.898 -2.694
O 0.217 -1.904 -0.750
O -0.801 -3.637 -2.179
P -0.745 3.596 1.967
O -0.520 5.081 1.999
O -1.662 3.094 0.766
O -1.284 2.902 3.175
O 0.527 2.753 1.471
P 2.571 1.240 -2.844
O 2.791 2.692 -3.074
O 1.637 0.979 -1.599
O 3.900 0.654 -2.211
O 1.968 0.464 -4.098
P -3.016 0.449 -2.318
O -2.798 0.554 -0.764
O -4.151 1.363 -2.687
O -3.061 -1.075 -2.609
O -1.681 0.995 -2.879
P 2.864 -0.461 2.037
O 2.453 -0.345 3.469
O 4.081 0.351 1.489
O 1.645 0.098 1.342
O 3.073 -1.929 1.671
```

The calculation puts the max |F| at 4.85 eV/Å. Its net charge is -2. For the lowest unoccupied orbital energy, the calculation gives 3.211 eV.

Want to see where the charge sits? The Mulliken charges in e are: atom 1 (Ba): 2.066, atom 2 (Ba): 2.245, atom 3 (Ba): 2.092, atom 4 (Ba): 2.058, atom 5 (Ba): 2.035, atom 6 (Ba): 1.976, atom 7 (Ba): 1.880, atom 8 (Ba): 1.728, atom 9 (P): 0.052, atom 10 (O): -0.783, atom 11 (O): -0.766, atom 12 (O): -0.509, atom 13 (O): -0.948, atom 14 (P): -0.326, atom 15 (O): -0.786, atom 16 (O): -0.829, atom 17 (O): -0.254, atom 18 (O): -0.814, atom 19 (P): 0.720, atom 20 (O): -0.765, atom 21 (O): -1.096, atom 22 (O): -0.976, atom 23 (O): -0.649, atom 24 (P): -0.353, atom 25 (O): -0.710, atom 26 (O): -0.484, atom 27 (O): -0.767, atom 28 (O): -0.806, atom 29 (P): 0.540, atom 30 (O): -0.622, atom 31 (O): -0.811, atom 32 (O): -0.971, atom 33 (O): -0.967, atom 34 (P): -0.718, atom 35 (O): -0.834, atom 36 (O): -0.822, atom 37 (O): -0.230, atom 38 (O): -0.793

***

# 8
The following is a DFT calculation (wB97M-V/def2-TZVPD) of BaH16O8 as an isolated structure.

```
25
Properties=species:S:1:pos:R:3
Ba -0.175 -0.241 0.047
O -0.960 -1.928 2.048
H -1.874 -2.168 2.260
H -0.425 -2.429 2.680
O -1.210 2.201 1.048
H -1.400 3.021 0.569
H -0.868 2.493 1.904
O 1.079 -1.094 -2.465
H 1.748 -0.832 -3.111
H 0.991 -2.051 -2.586
O 1.285 0.695 2.136
H 2.212 0.420 2.111
H 1.221 1.232 2.940
O -1.410 0.619 -2.134
H -1.094 0.614 -3.050
H -2.321 0.935 -2.194
O -2.905 -0.144 0.294
H -3.477 0.330 -0.322
H -3.442 -0.230 1.095
O 1.686 1.554 -1.438
H 2.578 1.539 -1.063
H 1.809 1.787 -2.367
O 2.184 -1.830 0.283
H 2.718 -1.701 1.080
H 2.048 -2.790 0.235
```

The calculation puts the max |F| at 0.63 eV/Å. Its net charge is +2. For the lowest unoccupied orbital energy, the calculation gives -6.181 eV.

Want to see where the charge sits? The natural (NBO) charges in e are: atom 1 (Ba): 1.895, atom 2 (O): -1.006, atom 3 (H): 0.509, atom 4 (H): 0.511, atom 5 (O): -0.990, atom 6 (H): 0.509, atom 7 (H): 0.495, atom 8 (O): -0.989, atom 9 (H): 0.506, atom 10 (H): 0.493, atom 11 (O): -0.998, atom 12 (H): 0.496, atom 13 (H): 0.516, atom 14 (O): -1.001, atom 15 (H): 0.518, atom 16 (H): 0.499, atom 17 (O): -0.993, atom 18 (H): 0.499, atom 19 (H): 0.508, atom 20 (O): -0.982, atom 21 (H): 0.493, atom 22 (H): 0.500, atom 23 (O): -0.984, atom 24 (H): 0.492, atom 25 (H): 0.504

***

Please write out number 4 again, unchanged.
The following is a DFT calculation (wB97M-V/def2-TZVPD) of a 8-piece molecular cluster, BH18O7 overall.

```
26
Properties=species:S:1:pos:R:3
B -0.661 0.916 0.257
H -1.864 0.931 0.296
H -0.185 0.455 1.270
H -0.444 0.254 -0.725
H -0.249 2.028 0.074
O -2.960 1.014 -2.524
H -2.643 1.341 -1.685
H -2.847 0.049 -2.375
O 0.186 2.301 -2.668
H -0.015 1.519 -3.229
H -0.247 2.064 -1.831
O -2.872 -1.998 0.445
H -1.920 -2.120 0.498
H -2.877 -1.132 0.792
O 2.550 -0.111 2.949
H 3.316 -0.517 2.637
H 2.304 0.519 2.236
O 1.892 -1.589 0.093
H 1.638 -0.673 0.141
H 1.590 -1.736 -0.829
O -0.363 -2.835 0.760
H -0.573 -3.036 1.673
H 0.432 -2.328 0.737
O 2.503 1.788 0.531
H 1.566 1.682 0.674
H 2.749 1.212 -0.190
```

The calculation puts the max |F| at 2.63 eV/Å. Its net charge is -1. For the lowest unoccupied orbital energy, the calculation gives 3.029 eV.

Want to see where the charge sits? The natural (NBO) charges in e are: atom 1 (B): -0.804, atom 2 (H): -0.039, atom 3 (H): -0.034, atom 4 (H): -0.058, atom 5 (H): -0.052, atom 6 (O): -0.960, atom 7 (H): 0.487, atom 8 (H): 0.472, atom 9 (O): -0.970, atom 10 (H): 0.461, atom 11 (H): 0.504, atom 12 (O): -0.983, atom 13 (H): 0.488, atom 14 (H): 0.465, atom 15 (O): -0.955, atom 16 (H): 0.456, atom 17 (H): 0.489, atom 18 (O): -0.944, atom 19 (H): 0.492, atom 20 (H): 0.475, atom 21 (O): -0.970, atom 22 (H): 0.472, atom 23 (H): 0.501, atom 24 (O): -0.969, atom 25 (H): 0.509, atom 26 (H): 0.467

***

Which of these has the lowest net charge? Ba8O24P6

***

What did the eighth record say?
The following is a DFT calculation (wB97M-V/def2-TZVPD) of BaH16O8 as an isolated structure.

```
25
Properties=species:S:1:pos:R:3
Ba -0.175 -0.241 0.047
O -0.960 -1.928 2.048
H -1.874 -2.168 2.260
H -0.425 -2.429 2.680
O -1.210 2.201 1.048
H -1.400 3.021 0.569
H -0.868 2.493 1.904
O 1.079 -1.094 -2.465
H 1.748 -0.832 -3.111
H 0.991 -2.051 -2.586
O 1.285 0.695 2.136
H 2.212 0.420 2.111
H 1.221 1.232 2.940
O -1.410 0.619 -2.134
H -1.094 0.614 -3.050
H -2.321 0.935 -2.194
O -2.905 -0.144 0.294
H -3.477 0.330 -0.322
H -3.442 -0.230 1.095
O 1.686 1.554 -1.438
H 2.578 1.539 -1.063
H 1.809 1.787 -2.367
O 2.184 -1.830 0.283
H 2.718 -1.701 1.080
H 2.048 -2.790 0.235
```

The calculation puts the max |F| at 0.63 eV/Å. Its net charge is +2. For the lowest unoccupied orbital energy, the calculation gives -6.181 eV.

Want to see where the charge sits? The natural (NBO) charges in e are: atom 1 (Ba): 1.895, atom 2 (O): -1.006, atom 3 (H): 0.509, atom 4 (H): 0.511, atom 5 (O): -0.990, atom 6 (H): 0.509, atom 7 (H): 0.495, atom 8 (O): -0.989, atom 9 (H): 0.506, atom 10 (H): 0.493, atom 11 (O): -0.998, atom 12 (H): 0.496, atom 13 (H): 0.516, atom 14 (O): -1.001, atom 15 (H): 0.518, atom 16 (H): 0.499, atom 17 (O): -0.993, atom 18 (H): 0.499, atom 19 (H): 0.508, atom 20 (O): -0.982, atom 21 (H): 0.493, atom 22 (H): 0.500, atom 23 (O): -0.984, atom 24 (H): 0.492, atom 25 (H): 0.504

***

Which formula does entry 6 have? BH3O